No. 1
This record from OMol25 describes 4 unconnected molecules or ions with the total composition C14H35N6O3 at a distorted geometry. The level of theory is ωB97M-V/def2-TZVPD.

DFT total energy: -1108.3971 hartree
gap between HOMO and LUMO: 6.27 eV
lowest unoccupied orbital energy: -4.92 eV

```
! wB97M-V def2-TZVPD RIJCOSX def2/J DEFGRID3
* xyz 1 1
C -1.0051 0.9684 -3.0722
C -0.2685 1.2217 -1.6896
C 0.0416 -0.0684 -0.8379
C -1.2115 -1.0361 -0.6033
N 1.2026 -0.8617 -1.3292
C 1.8940 -0.6632 -2.4454
N 3.2369 -0.1491 -2.3345
N 1.4425 -0.9623 -3.7797
H -0.9158 -0.0685 -3.4714
H -2.1025 1.1399 -2.8934
H -0.6472 1.7592 -3.7819
H -0.9679 1.8438 -1.0674
H 0.6434 1.8569 -1.8399
H 0.3272 0.2919 0.1903
H -0.8054 -2.0841 -0.6013
H -1.5928 -0.8582 0.4373
H -2.0161 -0.8876 -1.3569
H 1.5398 -1.6161 -0.7117
H 3.8447 -0.9769 -2.4357
H 3.3725 0.2628 -1.4086
H 1.2278 -0.0438 -4.1951
H 2.2367 -1.3751 -4.2772
C 1.0893 -3.1769 2.3664
O 1.8040 -2.4740 1.6657
N 0.3054 -2.7300 3.3680
C -0.5177 -3.6272 4.1566
C 0.2849 -1.3073 3.6664
H 1.0303 -4.2669 2.2254
H -1.5652 -3.3358 4.0550
H -0.2214 -3.5575 5.2051
H -0.4003 -4.6570 3.8211
H -0.0444 -0.7588 2.7803
H 1.2918 -0.9777 3.9263
H -0.3905 -1.1021 4.4944
C -5.7785 0.7826 -2.7961
O -5.1213 0.7741 -1.7723
N -5.8528 1.8190 -3.6703
C -6.6570 1.7516 -4.8752
C -5.1055 3.0286 -3.3894
H -6.3835 -0.0836 -3.1068
H -6.0124 1.8892 -5.7465
H -7.4085 2.5438 -4.8511
H -7.1587 0.7878 -4.9524
H -4.0419 2.7896 -3.3203
H -5.4342 3.4353 -2.4312
H -5.2626 3.7672 -4.1735
C 3.4642 1.4731 4.1564
O 2.6122 0.9222 4.8240
N 4.7061 0.9835 3.9214
C 5.6738 1.6985 3.1140
C 5.0760 -0.2967 4.4981
H 3.2854 2.4481 3.6749
H 5.9569 1.0794 2.2588
H 6.5594 1.9106 3.7168
H 5.2572 2.6379 2.7515
H 4.3928 -1.0677 4.1354
H 4.9925 -0.2414 5.5849
H 6.0972 -0.5550 4.2230
*
```


No. 2
This record from OMol25 describes a single H4N3P molecule at a distorted geometry. The level of theory is ωB97M-V/def2-TZVPD.

SMILES: Pn1[nH][nH]1
DFT total energy: -507.8366 hartree
relative energy (zero: lowest compared OMol25 entry of this formula, charge and spin): 76.1 kcal/mol
gap between HOMO and LUMO: 9.75 eV
lowest unoccupied orbital energy: 0.79 eV

```
! wB97M-V def2-TZVPD RIJCOSX def2/J DEFGRID3
* xyz 0 1
P -0.5217 0.8709 0.2325
N 0.8345 -0.2956 0.3135
N 0.5271 -1.6842 0.0837
N 1.1916 -0.9267 -0.8498
H 0.2746 2.0059 0.8212
H -1.0244 0.4901 1.5353
H -0.4893 -1.9856 -0.0057
H 0.6763 -0.7517 -1.7280
*
```


No. 3
This record from OMol25 describes a molecular structure, C3H3I3O at a distorted geometry. The level of theory is ωB97M-V/def2-TZVPD.

DFT total energy: -1084.2538 hartree
relative energy (zero: lowest compared OMol25 entry of this formula, charge and spin): 88.5 kcal/mol
gap between HOMO and LUMO: 7.13 eV
lowest unoccupied orbital energy: -1.64 eV

```
! wB97M-V def2-TZVPD RIJCOSX def2/J DEFGRID3
* xyz 0 1
C -1.7375 -0.6791 0.1470
C -0.8569 -0.1499 -0.6727
C 1.2364 0.0490 0.0120
O 1.3103 0.8463 1.0658
I 1.5279 -1.8394 0.9020
I 2.4200 0.3515 -1.7533
I 1.3828 2.8443 0.6754
H -2.8326 -0.9720 0.1058
H -1.4577 -0.6381 1.1927
H -0.9926 0.1875 -1.6747
*
```


No. 4
This record from OMol25 describes 3 unconnected molecules or ions with the total composition C4H13NO2 at a distorted geometry. The level of theory is ωB97M-V/def2-TZVPD.

DFT total energy: -365.3575 hartree
expectation value of S²: 0.75
relative energy (zero: lowest compared OMol25 entry of this formula, charge and spin): 21.1 kcal/mol
gap between HOMO and LUMO (spin up / spin down): 2.22 / 5.59 eV
lowest unoccupied orbital energy (spin up / spin down): 2.63 / 2.61 eV

```
! wB97M-V def2-TZVPD RIJCOSX def2/J DEFGRID3
* xyz -1 2
C -0.0413 1.7354 -0.2433
C -0.3045 0.7289 0.8749
C 0.1587 -0.6807 0.5324
C 0.9123 -1.2868 2.6725
N 0.0678 -1.5966 1.6563
H -0.3353 2.7577 0.0174
H -0.5223 1.5344 -1.2046
H 1.0192 1.7196 -0.5098
H 0.0917 1.1233 1.7962
H -1.3831 0.6327 1.0357
H -0.5025 -1.1250 -0.2031
H 1.1908 -0.6491 0.1160
H 1.8896 -0.8407 2.4742
H 0.7594 -1.7038 3.6599
H -2.0646 -2.3395 2.1080
H -3.5960 -2.4729 1.8570
O -2.8890 -1.8422 2.0090
H 2.0665 1.6137 -6.9387
H 2.0296 1.3348 -5.4686
O 1.4529 1.3569 -6.2415
*
```


No. 5
This record from OMol25 describes 3 unconnected molecules or ions with the total composition C39H59N4O3PS at a distorted geometry. The level of theory is ωB97M-V/def2-TZVPD.

SMILES: CCCCCCCc1cc2c(c(CCCCCN)c1CCCO)N(P(C)O)c1c(OCCC)cccc1S2.c1cc[nH]c1.c1cc[nH]c1
DFT total energy: -2705.5844 hartree
gap between HOMO and LUMO: 8.19 eV
lowest unoccupied orbital energy: 0.58 eV

```
! wB97M-V def2-TZVPD RIJCOSX def2/J DEFGRID3
* xyz 0 1
C 7.0863 0.4155 2.1628
C 7.7925 0.0859 0.7982
C 7.5479 -1.3750 0.2645
C 6.0195 -1.7762 0.1464
C 5.1157 -0.7278 -0.5983
C 5.0025 -0.9286 -2.1562
C 3.7464 -0.1497 -2.7635
C 2.3833 -0.7279 -2.1951
C 2.3725 -2.1673 -1.8875
C 1.1257 -2.7317 -1.4101
C -0.1165 -1.9520 -1.2058
C -0.0694 -0.5107 -1.5223
C -1.4136 0.2619 -1.3319
C -1.3146 1.5637 -0.4434
C -1.8660 1.4004 1.0294
C -3.3306 2.0142 1.1684
C -3.3251 3.6076 1.0121
N -3.9645 4.0469 -0.2794
C 1.1797 0.1159 -2.0224
C 1.2412 1.6230 -2.4109
C 1.9757 2.5771 -1.3750
C 2.6291 1.8729 -0.1397
O 1.7011 1.3135 0.7981
N -1.3276 -2.6123 -0.7328
P -1.2526 -2.9665 0.9912
C 0.3430 -2.2299 1.7009
O -2.4716 -2.1380 1.8504
C -1.6731 -3.7682 -1.5323
C -3.0015 -4.0023 -2.1346
O -4.0467 -3.0940 -1.9848
C -5.0390 -3.5845 -1.0266
C -4.9644 -2.6700 0.2590
C -6.2411 -1.7899 0.5158
C -3.2844 -5.1976 -2.9400
C -2.2799 -6.2400 -3.2015
C -0.9643 -6.0297 -2.5771
C -0.6803 -4.8464 -1.7858
S 0.9630 -4.5254 -1.0414
H 7.5479 1.3701 2.5544
H 7.2271 -0.3582 2.9583
H 5.9934 0.6578 2.0312
H 8.9093 0.2267 0.8509
H 7.4352 0.8608 0.0572
H 7.9972 -2.0748 1.0243
H 8.0021 -1.4757 -0.7549
H 5.9095 -2.8295 -0.2434
H 5.6340 -1.8274 1.2099
H 5.4372 0.3428 -0.4385
H 4.0927 -0.7892 -0.1196
H 5.0608 -1.9899 -2.4988
H 5.9032 -0.4095 -2.6059
H 3.7380 -0.4242 -3.8569
H 3.8159 0.9525 -2.5933
H 3.2314 -2.8559 -2.0190
H -2.1995 -0.3901 -0.8533
H -1.8264 0.5407 -2.3387
H -0.2998 2.0189 -0.3766
H -1.9685 2.3415 -0.9413
H -1.2166 2.0573 1.6842
H -1.7821 0.3673 1.4523
H -3.9617 1.5234 0.3823
H -3.7360 1.8218 2.1989
H -3.9114 4.1068 1.8299
H -2.2787 4.0105 0.9707
H -4.5794 3.3085 -0.6309
H -3.2282 4.1524 -0.9845
H 0.1782 1.9748 -2.5439
H 1.7443 1.7117 -3.4144
H 1.2598 3.3771 -1.0310
H 2.7856 3.1310 -1.9346
H 3.3989 1.1539 -0.5095
H 3.2023 2.6767 0.4175
H 2.0147 0.4185 1.0258
H 0.3593 -2.3410 2.8179
H 0.4294 -1.1463 1.3842
H 1.2550 -2.7427 1.2965
H -2.4984 -2.5771 2.7186
H -4.8095 -4.6556 -0.7794
H -6.0814 -3.5344 -1.4342
H -4.1093 -1.9576 0.0974
H -4.7215 -3.3393 1.1284
H -6.5673 -1.1866 -0.3732
H -5.9658 -1.0434 1.3130
H -7.0993 -2.3949 0.9064
H -4.2889 -5.3711 -3.4019
H -2.4958 -7.1292 -3.8401
H -0.1932 -6.8108 -2.7784
C -8.9790 0.7753 2.3099
C -7.8486 1.0269 3.1288
C -8.1617 0.6109 4.3970
N -9.4402 0.1218 4.3762
C -9.9434 0.2137 3.1063
H -9.0739 0.9817 1.2554
H -6.9107 1.4632 2.8220
H -7.5882 0.6214 5.3099
H -9.9328 -0.2483 5.1701
H -10.9414 -0.1262 2.8809
C 5.5777 4.8274 0.4612
C 5.9023 5.9000 -0.4092
C 5.0514 6.9347 -0.1169
N 4.2226 6.5266 0.8934
C 4.5404 5.2457 1.2547
H 6.0519 3.8588 0.5020
H 6.6730 5.9117 -1.1638
H 4.9631 7.9226 -0.5395
H 3.4939 7.0821 1.3064
H 4.0011 4.7438 2.0422
*
```


Q: What is the DFT total energy in the fourth record?
A: -365.3575 hartree


Q: Among the records above, which one has the lowest DFT total energy?
A: C39H59N4O3PS


Q: Which value of DFT total energy does entry 2 give?
A: -507.8366 hartree


Q: Which of these has the lowest DFT total energy?
A: C39H59N4O3PS